No. 1
ORCA calculation (ωB97M-V/def2-TZVPD) on a structure of composition C7H13N at a distorted geometry.

XYZ file:
```
21
Properties=species:S:1:pos:R:3:mulliken_charge:R:1
N -0.53751 -2.01216 0.98194 -0.346
C 1.08489 -0.53549 -1.06088 -0.156
C 1.94930 -1.46031 -0.66745 -0.833
C -0.39543 -0.47184 -0.91385 -0.090
C -0.87414 1.29710 1.27177 -1.379
C 0.57466 2.04754 -0.64140 -1.141
C -1.02193 -1.46355 -0.16422 -0.354
C -0.62169 1.42241 -0.21218 0.356
H 1.66677 -2.40061 -0.19825 0.345
H -1.52194 1.69211 -0.75753 0.362
H 3.01445 -1.26550 -0.70147 0.274
H -1.66069 0.56887 1.47883 0.322
H 1.28818 2.36646 0.10914 0.348
H -1.18061 2.25756 1.69293 0.396
H 0.02756 0.97534 1.79724 0.304
H 0.55485 2.64795 -1.54320 0.312
H 1.35894 0.71446 -1.06819 0.144
H 0.29415 -1.61792 1.39180 0.214
H -1.97355 -1.87152 -0.48462 0.360
H -0.87676 -0.33910 -1.88027 0.336
H -1.14949 -2.55182 1.56987 0.225
```

For the energy relative to the best compared isomer or geometry (same formula, charge and spin), the calculation gives 107.5 kcal per mole. The value obtained for the molar mass is 111.2 g mol⁻¹. The multiplicity is 1. The calculation puts the HOMO-LUMO gap at 7.46 eV.

No. 2
ORCA calculation (ωB97M-V/def2-TZVPD) on a structure of composition C54H32CsN8P at a distorted geometry.

XYZ file:
```
96
Properties=species:S:1:pos:R:3:mulliken_charge:R:1
Cs -0.38852 -0.03475 0.45696 1.653
P 2.69931 1.52959 -0.72280 0.161
N -1.93175 -2.09427 4.10836 -0.544
N -2.79794 -0.47351 2.54644 -0.070
N -0.31616 -3.98549 0.07431 -0.574
N -3.20980 0.05246 -0.16538 -0.140
N -2.66313 -0.67199 -2.39403 -0.512
N -4.34093 1.14994 1.64791 -0.573
N -1.12978 -2.64814 1.90619 -0.070
N -1.55686 -2.11965 -0.81150 -0.679
C 2.52322 4.12366 -1.41666 0.630
C 6.52501 2.22598 1.79549 -0.397
C -4.19144 0.63488 4.03069 0.302
C -0.76209 -4.18648 3.58702 -0.102
C -0.46811 -3.47710 -2.32601 0.459
C 4.17039 1.76422 1.63091 -0.348
C 5.30626 1.95769 2.40533 -0.569
C 6.59922 2.30119 0.41036 -0.623
C -0.68512 -4.87858 4.78607 -0.097
C 0.27342 -6.01546 2.38143 -0.151
C -1.09199 -2.45959 -4.43972 0.188
C -3.66688 -0.46768 6.12070 -0.067
C 2.32566 -1.62336 -3.28268 -0.910
C 2.84048 2.85641 -1.97378 0.390
C -3.75548 0.47378 2.62730 -0.369
C -4.84765 1.57633 -0.72187 -0.179
C 1.98557 6.59978 -0.36616 -0.425
C -2.63524 -1.02146 3.76635 -0.327
C -1.30720 -2.86704 3.21423 -0.029
C -0.10904 -6.14269 4.77420 -0.574
C -0.28872 -4.74799 2.39930 0.147
C 2.31637 6.52917 -1.69586 -0.897
C 0.36571 -6.70515 3.58335 -0.525
C 1.92080 5.43243 0.43962 -0.708
C 0.37637 -4.39151 -4.35548 -0.600
C 2.18036 4.15319 -0.02736 -1.123
C 3.28837 3.85827 -4.11676 -0.751
C -4.35122 1.04381 -1.91526 0.070
C -3.47849 -0.31772 4.75637 0.165
C -3.32486 0.06776 -1.51390 -0.453
C -5.85423 2.41059 -3.15179 -0.518
C -0.56763 -3.74972 1.35319 -0.540
C -0.76350 -3.20381 -0.91404 -0.501
C -4.09491 0.90954 0.35630 0.012
C -4.85104 1.45154 -3.14260 -0.176
C 0.31000 -4.43046 -2.97025 0.129
C 5.46038 2.10100 -0.35900 -0.109
C 2.98565 5.09787 -3.61930 -0.854
C 3.40553 -2.45376 -3.00304 -0.381
C 4.35925 -2.04168 -2.08620 -0.838
C -5.29363 1.32929 6.01972 -0.558
C 4.23607 1.82733 0.24256 -0.078
C 2.21345 -0.39914 -2.64341 -0.458
C -1.84881 -1.67599 -2.05155 -0.592
C -6.35244 2.94339 -1.95661 -0.597
C 2.60322 5.26424 -2.26167 0.852
C -5.85544 2.52810 -0.72817 0.090
C 3.22406 2.71596 -3.28152 0.000
C -4.57871 0.37309 6.74820 -0.554
C 4.24126 -0.81085 -1.44501 -0.342
C -5.11247 1.46453 4.64837 -0.136
C -1.15947 -2.49983 -3.05258 0.363
C 3.16781 0.03805 -1.71360 0.639
C -0.31921 -3.41504 -5.08399 -0.724
H -4.45913 1.03102 -4.06054 0.529
H -5.99931 1.97004 6.53581 0.372
H -0.02670 -6.70635 5.69635 0.367
H 3.48283 -3.42338 -3.47984 0.414
H 1.64228 5.58038 1.48367 0.289
H 1.55204 -1.94617 -3.96843 0.469
H 3.04190 5.97412 -4.25955 0.299
H 5.51606 2.17074 -1.44018 0.403
H 3.47253 1.74250 -3.68881 0.378
H -1.63025 -1.69845 -4.99160 0.505
H 2.36115 7.41844 -2.31777 0.308
H 0.80847 -7.69432 3.60447 0.370
H 7.54473 2.52089 -0.07185 0.368
H 3.58153 3.74281 -5.15444 0.388
H 5.23804 1.91118 3.48559 0.359
H -0.24246 -3.40627 -6.16548 0.333
H 1.76517 7.56932 0.07592 0.332
H -6.25873 2.75765 -4.09552 0.366
H 0.84789 -5.17541 -2.39675 0.509
H -4.74321 0.28834 7.81638 0.361
H -1.06656 -4.43647 5.69828 0.518
H 0.62779 -6.44357 1.45190 0.518
H -3.11520 -1.22043 6.67028 0.515
H 7.41213 2.38312 2.39801 0.342
H 1.35085 0.22861 -2.85263 0.622
H -5.66668 2.19311 4.06988 0.522
H -6.23278 2.93175 0.20338 0.529
H 0.97897 -5.11958 -4.88700 0.377
H -7.13459 3.69246 -1.99576 0.359
H 4.99106 -0.51858 -0.71979 0.337
H 3.20810 1.59367 2.09936 0.391
H 5.19875 -2.68634 -1.85105 0.347
```

For the energy relative to the best compared isomer or geometry (same formula, charge and spin), the calculation gives 3.7 kcal per mole. As for the net charge: -2. The value obtained for the molar mass is 956.8 g mol⁻¹. The multiplicity is 1. The calculation puts the HOMO-LUMO gap at 5.00 eV.

No. 3
ORCA calculation (ωB97M-V/def2-TZVPD) on a structure of composition C32H74ClF3N2O12S at a distorted geometry.

XYZ file:
```
125
Properties=species:S:1:pos:R:3:mulliken_charge:R:1
Cl 0.81110 -1.04145 0.15958 -0.164
S 6.29902 1.33024 3.09614 0.112
F 2.83120 -5.27609 1.75677 -0.293
F 4.80704 -4.30853 2.11842 -0.247
F 2.85183 -3.11745 2.24881 -0.176
O -1.53096 0.59394 4.83191 -0.481
O -2.16488 -0.16224 -2.63933 -0.338
O 3.58130 4.10404 6.42515 -0.478
O -3.95812 6.81585 -1.81281 -0.473
O -1.05144 -2.17197 -4.45050 -0.523
O -6.27030 8.26891 -3.86967 -0.523
O 4.78011 -3.25816 -0.50643 -0.387
O -6.74387 -1.03107 4.38653 -0.509
O 8.08794 -2.55330 -1.40251 -0.474
O -6.76741 -1.54183 -2.67353 -0.524
O -1.04966 2.38761 0.32406 -0.437
O 5.33717 -7.76865 0.16645 -0.529
N 5.74842 0.58061 1.71373 -0.454
N 4.91656 1.61056 4.01412 -0.474
C -6.26131 -2.36403 4.51698 -0.092
C -7.41762 -3.34436 4.47368 -1.133
C 1.99156 -0.26238 1.27724 0.362
C -3.14289 0.62772 -3.30819 -0.268
C 6.02368 -7.41961 -1.03074 -0.237
C 5.53414 5.50022 6.17688 -0.925
C -2.97683 6.38362 0.35098 -0.966
C 1.50152 0.32379 2.58617 -0.614
C -3.51923 0.26113 3.50183 -0.753
C 3.88463 1.05870 3.25517 0.631
C 4.55226 4.85931 7.13894 -0.228
C -6.94110 6.02791 -4.46140 -0.899
C 3.58315 -3.83093 -0.00077 -0.238
C -7.46689 -3.85148 -2.57910 -1.148
C 3.98507 -0.83697 -0.39191 -1.002
C -6.30132 -2.88171 -2.55091 -0.093
C -4.03952 7.13547 -0.42539 -0.266
C -4.17977 -0.26165 -3.96642 -1.071
C -0.16324 -3.96078 -5.80818 -1.108
C -2.44756 -0.38728 4.35626 -0.214
C 10.05421 -1.18493 -1.71089 -1.145
C 3.41003 -0.20542 0.94555 0.310
C 2.41440 0.95322 3.55022 -0.878
C 7.33790 -6.73871 -0.70005 -0.853
C 4.36684 0.46022 1.91686 0.624
C -0.34599 3.12409 -0.66925 -0.278
C 9.09834 -1.81850 -0.71859 -0.059
C 3.56930 -4.09237 1.55610 0.683
C -6.22701 7.29209 -4.90073 -0.209
C -1.16304 3.18967 -1.94209 -0.554
C 0.08282 -3.01219 -4.65185 -0.248
C 5.04943 -1.96070 0.04460 -0.141
H -0.16189 4.12719 -0.28073 0.325
H 10.53329 -1.94960 -2.32864 0.334
H -2.89169 -0.89938 5.21629 0.252
H -7.11928 -4.88327 -2.49218 0.339
H -3.89989 8.21219 -0.32035 0.324
H -5.62180 -3.07730 -3.38202 0.251
H 6.28125 6.08854 6.71465 0.330
H 4.49906 0.01058 -0.94193 0.377
H 8.60625 -1.05083 -0.11869 0.219
H 4.02650 5.62341 7.71350 0.281
H -8.02962 -3.74632 -3.50916 0.295
H -5.17995 7.08318 -5.14427 0.239
H -6.47448 5.61280 -3.56365 0.231
H -1.36748 2.18665 -2.32144 0.022
H 3.48901 -4.85071 -0.48968 0.398
H 10.82972 -0.61336 -1.19639 0.346
H -2.03144 1.23212 5.35419 0.274
H -4.93837 0.33468 -4.47775 0.394
H 6.19951 -8.33485 -1.59791 0.320
H 7.87921 -6.47047 -1.61047 0.285
H -4.22344 -0.48444 3.12764 0.189
H 1.99308 1.35716 4.51235 0.370
H 5.38181 -6.76221 -1.62710 0.198
H 6.03975 -1.60483 -0.37602 -0.157
H 5.17670 -6.95445 0.65990 0.283
H 4.05169 3.42288 5.92528 0.263
H -4.66935 -0.89078 -3.22493 0.187
H -3.02590 6.62544 1.41468 0.391
H 0.94135 -2.37219 -4.85860 0.298
H 0.70217 -4.60511 -5.97537 0.357
H -5.56754 -2.55379 3.69650 0.273
H 3.16957 -1.23062 -1.05278 0.460
H 9.51609 -0.51837 -2.38841 0.287
H -7.96779 -3.24566 3.53537 0.290
H -1.74391 -0.73125 -3.30099 0.307
H -4.07203 1.00912 4.07616 0.321
H 6.04744 4.73818 5.58393 0.256
H -5.71185 -2.44879 5.46029 0.235
H -7.34878 -0.86873 5.12034 0.286
H -7.36018 -1.37115 -1.93142 0.289
H -0.63818 3.75754 -2.71419 0.431
H -3.07010 0.78036 2.65167 0.177
H -5.83364 7.89157 -3.09317 0.289
H 2.63888 -3.27385 -0.25849 0.029
H 7.96754 -7.39582 -0.09603 0.297
H -1.88401 -1.11797 3.77322 0.273
H -7.06215 -4.37284 4.56737 0.327
H -6.70847 7.71512 -5.78385 0.292
H 0.40630 0.27546 2.80580 0.342
H 9.63057 -2.49632 -0.04344 0.272
H -3.61291 1.27868 -2.56877 0.292
H -1.03669 -4.58941 -5.61381 0.341
H -5.04055 6.87947 -0.06345 0.281
H -2.13036 3.66231 -1.75256 0.064
H -8.12593 -3.14276 5.28194 0.339
H 0.62033 2.64053 -0.84800 0.184
H 0.27906 -3.56586 -3.72836 0.246
H 5.20761 -1.97200 1.16986 0.453
H -0.36932 -3.40256 -6.72392 0.280
H -7.98166 6.24412 -4.20934 0.263
H -6.91916 5.27186 -5.24981 0.309
H 7.16651 -5.83187 -0.11324 0.236
H -1.20014 1.49920 -0.02566 0.262
H -3.70896 -0.93063 -4.69365 0.271
H -1.80702 -2.74244 -4.25865 0.203
H -4.09125 5.86379 -1.90059 0.253
H 5.07015 4.19549 7.83917 0.244
H -1.98101 6.63376 -0.02173 0.237
H -5.73949 -2.97500 -1.61563 0.274
H -8.16154 -3.64501 -1.76032 0.322
H 8.52628 -3.23656 -1.92377 0.268
H -2.63855 1.25569 -4.05075 0.343
H 5.01086 6.15244 5.47426 0.256
H -3.10081 5.30367 0.22979 0.221
```

The value obtained for the molar mass is 803.5 g mol⁻¹. The multiplicity is 1. The calculation puts the HOMO-LUMO gap at 7.69 eV.